(1)
{
  "formula": "C6H12I2N3",
  "method": "ωB97M-V with the def2-TZVPD basis set",
  "symbols": ["C", "C", "C", "C", "C", "C", "N", "N", "N", "I", "I", "H", "H", "H", "H", "H", "H", "H", "H", "H", "H", "H", "H"],
  "xyz": [[-2.0562, 0.1773, 0.2928], [-0.5313, 1.6516, -1.6944], [0.5029, 1.0279, -1.0421], [0.9356, -1.4552, 1.7786], [1.7875, 0.9997, 1.5912], [1.3014, -0.2892, 0.8335], [-0.9335, -0.2278, 0.2010], [0.2321, 0.1336, -0.0544], [-0.4378, 2.5627, -2.7390], [-3.9006, -0.6402, -0.0352], [-3.3726, -4.6422, -0.5620], [-1.4941, 1.2156, -1.6090], [1.4778, 1.2268, -1.4627], [0.3072, -1.0251, 2.4670], [0.3393, -2.2179, 1.1881], [1.9007, -1.7679, 2.2432], [1.1655, 1.8443, 1.1703], [2.7361, 1.2118, 1.2776], [1.7783, 0.9671, 2.6292], [2.1595, -0.4920, 0.0934], [-1.2200, 2.9712, -3.0879], [-3.1427, -6.1645, -0.5086], [0.4648, 2.9322, -2.9706]],
  "forces_ev_per_angstrom": [[-1.7, -0.2, 0.2], [0.8, 0.2, -1.7], [-1.5, 2.1, -2.4], [1.3, -0.3, -3.1], [-3.0, 0.2, -2.3], [2.8, 0.2, 0.0], [-0.6, 0.2, 0.2], [1.4, -1.1, 0.2], [2.8, -2.7, 2.9], [0.3, 0.2, 0.0], [-0.2, 1.5, -0.1], [-1.0, 0.2, 0.3], [0.5, -0.5, 0.9], [-1.5, 0.6, 2.1], [1.2, 0.4, 0.9], [-1.1, -0.3, -0.4], [0.6, -0.6, 1.0], [2.6, 0.5, -0.6], [-0.4, -0.2, 1.8], [-1.3, -0.4, 1.2], [-2.5, 1.3, -1.2], [0.2, -1.5, 0.1], [0.0, 0.3, -0.1]],
  "molar_mass_g_mol": 379.991,
  "homo_energy_ev": [-11.863, -11.862],
  "total_charge": 1,
  "lumo_ev": [-5.1, -5.1],
  "e_above_lowest_ev": 1.043,
  "energy_ha": -995.06366,
  "gap_ev": [6.77, 6.77]
}



(2)
{
  "formula": "C5H11KN",
  "method": "ωB97M-V with the def2-TZVPD basis set",
  "symbols": ["N", "C", "C", "C", "C", "C", "H", "H", "H", "H", "H", "H", "H", "H", "H", "H", "H", "K"],
  "xyz": [[0.6340, 0.6913, 0.9841], [-0.5106, 1.3576, 0.3595], [1.4926, 0.0676, -0.0249], [-1.3746, 0.3175, -0.3444], [0.7101, -1.0250, -0.7445], [-0.5503, -0.4417, -1.3852], [1.1795, 1.3788, 1.5194], [-1.0895, 1.8755, 1.1482], [-0.1937, 2.1182, -0.3797], [2.3795, -0.3584, 0.4825], [1.8522, 0.8007, -0.7724], [-1.7620, -0.3902, 0.4135], [-2.2442, 0.8111, -0.8195], [1.3509, -1.5041, -1.5095], [0.4289, -1.8011, -0.0070], [-0.2519, 0.2607, -2.1872], [-1.1559, -1.2440, -1.8488], [-0.8951, -2.9145, 5.1159]],
  "forces_ev_per_angstrom": [[0.4, 0.5, 0.3], [-0.3, 0.2, 0.3], [0.3, -0.2, 0.2], [-0.4, 0.1, 0.0], [0.2, -0.3, -0.1], [-0.1, -0.1, -0.3], [-0.3, -0.4, -0.4], [0.3, -0.2, -0.4], [0.0, -0.1, 0.1], [-0.4, 0.2, -0.3], [-0.1, -0.1, 0.2], [0.1, 0.2, -0.3], [0.4, -0.2, 0.2], [-0.3, 0.2, 0.4], [0.1, 0.2, -0.3], [-0.1, -0.3, 0.2], [0.3, 0.4, 0.1], [0.0, 0.1, -0.1]],
  "molar_mass_g_mol": 124.248,
  "homo_energy_ev": -11.248,
  "total_charge": 1,
  "lumo_ev": -4.6,
  "e_above_lowest_ev": 0.736,
  "energy_ha": -851.59480,
  "gap_ev": 6.65
}



(3)
{
  "formula": "C4H9N2O2",
  "method": "ωB97M-V with the def2-TZVPD basis set",
  "symbols": ["C", "N", "C", "O", "C", "N", "C", "O", "H", "H", "H", "H", "H", "H", "H", "H", "H"],
  "xyz": [[-0.9338, 1.5735, -0.5189], [0.4151, 1.3362, -0.9903], [1.3054, 0.4023, -0.5873], [2.4746, 0.4970, -0.9714], [0.8695, -0.7996, 0.2195], [-0.4446, -1.4251, 0.0558], [-1.3184, -1.3033, 1.2961], [-1.9205, -0.1297, 1.4789], [-1.1684, 0.9452, 0.3510], [-1.6934, 1.3933, -1.2890], [-1.0604, 2.6270, -0.2517], [0.7860, 2.0795, -1.5704], [1.6058, -1.5451, -0.1206], [1.2242, -0.7058, 1.2539], [-0.9238, -0.9662, -0.7089], [-0.5807, -1.5533, 2.1050], [-2.0248, -2.1580, 1.2080]],
  "forces_ev_per_angstrom": [[-0.2, 0.3, -0.1], [-0.4, 0.6, -0.2], [0.2, 0.5, -0.6], [0.0, -0.1, 0.3], [0.8, -1.4, -0.5], [0.2, 0.5, 0.7], [0.0, 0.3, 0.0], [0.0, -0.3, 0.2], [-0.3, 0.0, 0.2], [0.2, -0.2, -0.1], [0.2, 0.0, 0.2], [0.4, -0.5, 0.1], [0.1, 0.2, -0.2], [-0.8, 0.4, 0.1], [-0.2, 0.0, 0.0], [-0.2, -0.3, 0.0], [0.0, -0.1, 0.0]],
  "smiles": "CNC(=O)CNC[O-]",
  "molar_mass_g_mol": 117.128,
  "homo_energy_ev": -3.118,
  "total_charge": -1,
  "lumo_ev": 4.0,
  "e_above_lowest_ev": 2.104,
  "energy_ha": -417.80532,
  "gap_ev": 7.08
}



(4)
{
  "formula": "C23H20CsN4O5S4",
  "method": "ωB97M-V with the def2-TZVPD basis set",
  "symbols": ["Cs", "O", "C", "C", "C", "C", "C", "C", "N", "H", "H", "H", "H", "H", "H", "H", "O", "C", "C", "C", "C", "C", "C", "C", "O", "N", "N", "C", "S", "C", "C", "S", "H", "H", "H", "H", "H", "H", "H", "H", "H", "O", "S", "O", "N", "C", "S", "C", "C", "C", "C", "C", "C", "H", "H", "H", "H"],
  "xyz": [[1.7009, 0.4579, 0.2292], [0.7930, 2.0802, -1.5131], [-0.4870, 2.5641, -1.1960], [-0.4361, 3.9789, -0.6696], [-1.5536, 4.4453, 0.0225], [-1.5582, 5.7357, 0.5038], [-0.4394, 6.5304, 0.2885], [0.6255, 5.9781, -0.3968], [0.6428, 4.7279, -0.8781], [0.6943, 1.1421, -1.7995], [-0.9702, 1.9445, -0.4284], [-1.1425, 2.5285, -2.0691], [-2.3881, 3.7740, 0.1962], [-2.4096, 6.1132, 1.0586], [-0.3863, 7.5463, 0.6572], [1.5220, 6.5651, -0.5684], [-0.8165, -3.3259, -4.5028], [0.5122, -3.3292, -4.2765], [1.2718, -4.3223, -4.8976], [2.6434, -4.3671, -4.7302], [3.2894, -3.4249, -3.9308], [2.5298, -2.4528, -3.3011], [1.1466, -2.3819, -3.4527], [0.3990, -1.3107, -2.7185], [1.0377, -0.5904, -1.8762], [-0.8907, -1.2425, -2.9762], [-1.5067, -0.1717, -2.2951], [-2.5737, -0.5421, -1.7189], [-3.6666, 0.6059, -0.9236], [-4.3293, -0.6450, 0.1832], [-4.5600, -1.9017, -0.6429], [-3.0595, -2.2332, -1.5984], [-1.1812, -2.5247, -4.0355], [0.7530, -5.0428, -5.5182], [3.2148, -5.1441, -5.2270], [4.3632, -3.4530, -3.7986], [2.9934, -1.7167, -2.6574], [-5.2542, -0.2615, 0.6134], [-3.6150, -0.8321, 0.9836], [-5.4081, -1.7684, -1.3128], [-4.7449, -2.7651, -0.0028], [4.0900, 1.0526, 3.8676], [3.0121, 0.3991, 3.1813], [3.3547, -0.3439, 1.9788], [1.7908, 1.4013, 2.8304], [0.6361, 1.0134, 3.3770], [-0.8602, 1.7001, 3.0675], [0.8129, -0.2079, 4.2747], [-0.1264, -0.8775, 5.0394], [0.2914, -1.9741, 5.7865], [1.6227, -2.3983, 5.7666], [2.5630, -1.7323, 4.9949], [2.1180, -0.6441, 4.2658], [-1.1547, -0.5359, 5.0346], [-0.4272, -2.5123, 6.3940], [1.9245, -3.2573, 6.3538], [3.5974, -2.0512, 4.9639]],
  "forces_ev_per_angstrom": [[0.1, 0.0, 1.1], [-0.6, 0.9, -1.2], [0.2, 0.2, 0.0], [0.1, -0.1, 0.0], [-0.1, 0.0, 0.1], [-0.1, 0.0, 0.0], [0.0, 0.0, 0.0], [0.0, -0.2, -0.1], [-0.1, 0.2, 0.1], [-0.3, 0.3, -0.6], [0.0, 0.0, 0.0], [-0.1, 0.0, -0.1], [0.0, 0.0, 0.0], [0.0, 0.0, 0.0], [0.0, 0.0, 0.0], [0.0, 0.0, 0.0], [0.2, 0.0, -0.1], [-0.2, 0.1, 0.0], [0.0, 0.0, 0.0], [0.1, 0.0, 0.1], [-0.2, 0.0, -0.1], [0.0, 0.0, 0.0], [0.0, 0.0, 0.0], [0.3, 0.0, 0.2], [-0.9, -1.1, -2.4], [0.2, 0.5, 0.3], [-0.4, -0.5, -0.2], [0.2, 0.3, 0.0], [0.2, 0.1, -0.2], [-0.1, -0.2, 0.1], [-0.1, 0.1, 0.1], [-0.1, -0.2, 0.0], [0.0, 0.0, 0.1], [0.0, 0.0, 0.0], [0.0, 0.0, 0.0], [0.0, 0.0, 0.0], [0.0, 0.0, 0.0], [0.0, 0.0, 0.0], [0.0, 0.0, 0.1], [0.0, 0.0, 0.0], [0.0, 0.0, 0.0], [0.1, 0.0, 0.0], [0.3, 0.2, 0.2], [1.3, -0.4, 1.5], [-0.3, 0.2, 0.9], [0.2, -0.1, 0.0], [0.3, -0.2, 0.1], [-0.2, 0.4, -0.2], [-0.1, -0.1, 0.1], [0.0, 0.0, 0.0], [-0.1, 0.0, 0.0], [-0.1, 0.1, 0.0], [0.1, -0.4, 0.2], [0.0, 0.0, 0.0], [0.0, 0.0, 0.0], [0.0, 0.0, 0.0], [0.0, 0.0, 0.0]],
  "molar_mass_g_mol": 693.609,
  "homo_energy_ev": -5.488,
  "total_charge": -1,
  "lumo_ev": 2.1,
  "e_above_lowest_ev": 1.647,
  "energy_ha": -3096.65554,
  "gap_ev": 7.62
}



(5)
{
  "formula": "C26H43F5GdP2",
  "method": "ωB97M-V with the def2-TZVPD basis set",
  "symbols": ["Gd", "C", "C", "C", "C", "C", "C", "H", "H", "H", "C", "H", "H", "H", "C", "H", "H", "H", "C", "H", "H", "H", "C", "H", "H", "H", "C", "C", "C", "C", "C", "C", "C", "C", "H", "H", "H", "H", "H", "H", "H", "H", "H", "H", "H", "H", "P", "P", "C", "C", "H", "H", "H", "H", "C", "H", "H", "H", "C", "H", "H", "H", "C", "H", "H", "H", "C", "H", "H", "H", "F", "C", "F", "C", "F", "F", "F"],
  "xyz": [[0.1144, 0.1742, -2.4609], [-0.7470, -2.1820, 0.5104], [0.6026, -2.1109, 0.0201], [0.3854, -0.6272, 1.7647], [-0.8704, -1.2861, 1.6111], [1.3124, -1.1356, 0.7911], [-1.8281, -3.0192, -0.0520], [-1.6025, -3.3021, -1.0969], [-2.7664, -2.4426, -0.0745], [-1.9954, -3.9463, 0.5296], [-2.0707, -1.0976, 2.4417], [-2.9528, -1.5739, 1.9523], [-2.3018, -0.0445, 2.5838], [-1.9552, -1.5694, 3.4281], [0.7251, 0.3309, 2.8382], [0.7298, -0.2074, 3.8073], [-0.0146, 1.1518, 2.8993], [1.7160, 0.7442, 2.6792], [2.7563, -0.8598, 0.7710], [3.2333, -1.4232, 1.5998], [3.0090, 0.2107, 0.8922], [3.2033, -1.2099, -0.1679], [1.2298, -3.0405, -0.9805], [1.7501, -3.8607, -0.4416], [1.9684, -2.5369, -1.6404], [0.4556, -3.4938, -1.6186], [-1.8941, 1.1139, -5.8214], [-1.9906, -0.1944, -5.6110], [-1.1375, -1.2019, -6.3427], [0.3653, -0.9483, -6.3181], [0.9178, -0.2235, -5.1176], [1.1624, 1.1123, -5.1528], [0.4589, 2.1220, -6.0299], [-0.8741, 1.7764, -6.7041], [-1.5356, -1.1044, -7.3714], [0.6597, -0.3618, -7.2153], [-1.3175, -2.2229, -6.0118], [-0.7637, 1.2035, -7.6460], [-2.5162, 1.8609, -5.2771], [-2.8050, -0.6444, -5.0052], [-1.3607, 2.7548, -6.9304], [0.3249, 3.0856, -5.5016], [2.0930, 1.4874, -4.7178], [1.1985, 2.3421, -6.8253], [0.8933, -1.9278, -6.3630], [1.3392, -0.8928, -4.3547], [-2.5351, 0.4892, -2.7751], [2.4445, 1.6822, -1.8362], [-0.9579, 2.0188, -3.3096], [0.3904, 2.5779, -2.8000], [-1.6531, 2.8517, -3.4392], [-0.7777, 1.3523, -4.1937], [1.0115, 2.9755, -3.6396], [0.2040, 3.2989, -1.9535], [2.9985, 3.1224, -0.9803], [3.7909, 2.8695, -0.2404], [2.1444, 3.5967, -0.4408], [3.3623, 3.7746, -1.7965], [3.6432, 0.9278, -2.9759], [4.1000, 1.7056, -3.6120], [3.1366, 0.1798, -3.6259], [4.3840, 0.3793, -2.3663], [-4.2021, 0.5966, -3.4846], [-4.7671, -0.3502, -3.3484], [-4.3009, 0.9142, -4.5403], [-4.7686, 1.3506, -2.8688], [-1.6719, -1.3085, -3.1975], [-0.9166, -1.8863, -2.5383], [-1.1934, -1.4363, -4.2171], [-2.5749, -1.9438, -2.9667], [-1.5617, 3.4756, -0.8557], [-1.3110, 2.4429, 0.0124], [-0.0993, 2.7126, 0.6155], [-2.4178, 2.4088, 1.0286], [-3.0574, 3.5961, 1.1177], [-3.3604, 1.4722, 0.6887], [-1.9438, 2.1323, 2.2771]],
  "forces_ev_per_angstrom": [[1.3, -1.0, 4.0], [-0.5, 1.4, 1.9], [2.4, 1.9, 0.3], [-1.1, -0.5, 0.3], [1.0, -0.8, -1.5], [-1.6, -1.7, -1.8], [-0.4, -0.2, -0.4], [-0.1, -0.1, 0.5], [0.2, -0.3, 0.1], [0.0, 0.4, -0.3], [-1.0, -0.3, 0.1], [0.5, 0.4, 0.4], [0.0, -0.1, 0.1], [-0.1, 0.1, -0.1], [-0.3, 0.1, 0.3], [0.0, 0.3, -0.3], [0.4, -0.4, 0.0], [0.1, 0.2, 0.1], [0.8, -0.1, 0.1], [0.0, 0.4, -0.4], [-0.2, -0.5, 0.0], [0.0, 0.1, 0.2], [0.0, -0.2, 0.1], [-0.2, 0.3, -0.5], [-0.3, -0.3, 0.4], [0.3, 0.0, 0.1], [-0.4, 0.4, 0.4], [-1.2, -0.3, -0.7], [-0.7, 0.2, -0.9], [0.0, -0.2, -0.5], [0.7, 0.7, -0.7], [0.5, -0.8, -0.6], [0.9, 0.1, -0.8], [-0.8, 0.4, -0.4], [0.5, -0.6, 0.2], [-0.1, -0.5, 0.6], [-0.4, 0.1, 0.0], [0.1, 0.4, 0.5], [0.1, -1.0, -0.6], [0.6, 0.7, -1.0], [0.6, -0.7, -0.4], [0.3, -0.6, 0.0], [-0.8, 0.1, 0.6], [-0.3, 0.2, 0.2], [-0.3, 0.7, -0.1], [0.8, 0.2, -0.5], [0.5, -0.7, 3.3], [-3.5, -2.5, 1.0], [0.8, -0.5, -1.3], [1.5, 2.2, 0.5], [0.0, -0.3, -0.1], [-0.2, 1.9, 0.3], [-0.9, 0.3, 0.8], [0.4, -0.8, -1.1], [0.4, 1.2, -0.3], [-0.4, 0.2, -0.7], [0.6, -0.5, -0.5], [0.2, 0.3, 0.9], [0.2, 0.9, -0.9], [0.3, -0.6, 0.1], [0.3, 0.4, 0.6], [-0.2, 0.4, -0.2], [-1.4, 0.4, -0.7], [0.5, 0.4, 0.0], [0.1, -0.3, 0.5], [0.8, -0.6, -0.4], [-0.2, -1.7, -0.3], [-1.2, 1.1, -0.1], [-1.1, -0.3, 1.4], [0.7, 0.6, -0.9], [-0.3, 1.1, -0.2], [0.6, -3.1, -1.4], [0.5, 1.0, 0.7], [0.1, 0.6, 0.2], [-0.4, -0.3, 0.2], [0.6, 0.7, 0.5], [-0.6, -0.1, -0.7]],
  "molar_mass_g_mol": 669.818,
  "homo_energy_ev": [-8.592, -8.487],
  "total_charge": 1,
  "lumo_ev": [-3.9, -3.8],
  "multiplicity": 8,
  "e_above_lowest_ev": 5.189,
  "energy_ha": -2963.47999,
  "gap_ev": [4.73, 4.68]
}



(6)
{
  "formula": "C7H11N2O2",
  "method": "ωB97M-V with the def2-TZVPD basis set",
  "symbols": ["C", "C", "C", "C", "N", "N", "H", "H", "H", "H", "H", "H", "C", "C", "C", "O", "O", "H", "H", "H", "H", "H"],
  "xyz": [[0.2737, 3.0645, -0.9130], [1.1955, 1.2182, 0.6178], [1.1203, 1.8934, -0.5557], [2.5574, 0.3446, -0.8570], [2.1603, 0.2538, 0.4463], [2.0022, 1.3424, -1.4733], [0.6194, 1.1986, 1.5233], [2.1000, -0.6017, 0.9799], [-0.6905, 2.7547, -1.3059], [0.6821, 3.6598, -1.7319], [3.2853, -0.3696, -1.1877], [0.0672, 3.6518, -0.0246], [-2.4543, -1.1709, 1.0299], [-1.7488, -1.4122, 2.3765], [-1.6704, -1.7524, -0.1982], [-0.4308, -1.8206, -0.0809], [-2.3988, -2.0532, -1.1804], [-3.3903, -1.7163, 1.0091], [-2.6328, -0.1095, 0.8496], [-2.4414, -1.7248, 3.1673], [-1.2365, -0.5176, 2.7433], [-0.9841, -2.1842, 2.2698]],
  "forces_ev_per_angstrom": [[-0.2, -0.1, -0.1], [0.3, -0.4, 0.3], [0.0, 0.3, -0.3], [0.2, -0.3, 1.1], [-0.7, -0.2, -0.5], [0.0, 0.2, -0.2], [-0.1, 0.4, 0.0], [0.3, 0.0, 0.0], [-0.3, -0.3, 0.0], [0.3, 0.1, 0.3], [0.1, 0.0, -0.5], [0.0, 0.4, 0.1], [0.5, -0.8, 0.1], [0.0, 0.2, 0.0], [-0.3, 0.5, 0.0], [0.1, -0.3, -0.1], [0.3, -0.1, 0.2], [-0.4, 0.2, 0.1], [-0.1, 0.0, 0.0], [0.0, 0.1, 0.0], [0.0, 0.0, 0.0], [0.0, 0.0, -0.1]],
  "molar_mass_g_mol": 155.177,
  "homo_energy_ev": [3.872, -1.618],
  "total_charge": -2,
  "lumo_ev": [6.4, 6.4],
  "multiplicity": 2,
  "e_above_lowest_ev": 0.588,
  "energy_ha": -533.24311,
  "gap_ev": [2.54, 8.03]
}